The following is a quantum chemistry calculation of a molecular structure, C18H33CuNO3P2 in a non-equilibrium geometry, from the Open Molecules 2025 dataset.

Output
total energy = -90045.886 eV
total charge = +1
HOMO-LUMO gap = 7.72 eV
spin multiplicity = 1

Each line ends with the natural charge from an NBO analysis.
Atoms and positions in Å:
C (-0.9705, 5.9840, 1.8562)  -0.409
C (-0.3234, 6.8538, 0.8588)  0.028
H (-0.5069, 6.0640, 2.8448)  0.229
H (-2.0435, 6.1901, 1.9643)  0.215
C (0.1576, 6.4590, -0.3543)  -0.069
C (0.0967, 5.0958, -0.8763)  -0.310
H (0.9697, 4.4640, -0.6618)  0.220
H (-0.2021, 5.0144, -1.9255)  0.197
C (-0.1898, 8.2884, 1.2750)  -0.648
H (-0.6919, 8.4412, 2.2360)  0.222
H (-0.6417, 8.9747, 0.5478)  0.227
H (0.8611, 8.5829, 1.4016)  0.230
C (0.8517, 7.4432, -1.2474)  -0.639
H (1.7125, 7.9073, -0.7517)  0.232
H (0.1796, 8.2413, -1.5855)  0.229
H (1.2206, 6.9204, -2.1359)  0.214
Cu (-0.7465, -0.0173, 0.4098)  0.702
O (-0.5549, 1.9039, 0.2759)  -0.681
C (-1.1788, 2.7482, -0.3991)  0.725
O (-1.4030, 0.1086, -1.5356)  -0.676
C (-1.8949, 1.1152, -2.0621)  0.930
O (-2.5808, 1.0718, -3.1914)  -0.432
N (-1.8310, 2.4138, -1.5733)  -0.473
C (-3.1396, 2.4064, -3.4592)  -0.089
C (-2.5401, 3.3514, -2.4632)  -0.239
H (-4.2257, 2.3464, -3.3319)  0.215
H (-2.8887, 2.6695, -4.4895)  0.225
H (-3.2899, 3.9183, -1.9051)  0.230
H (-1.8316, 4.0484, -2.9258)  0.223
C (-1.2518, 4.1362, 0.0437)  -0.315
C (-0.8726, 4.3070, 1.4600)  -0.405
H (-2.1531, 4.6684, -0.2898)  0.233
H (0.1600, 4.0013, 1.6617)  0.226
H (-1.5722, 3.7878, 2.1213)  0.218
C (2.1541, -0.2472, -1.2537)  -0.941
P (2.1639, -1.9973, -0.7096)  0.758
C (3.1552, -2.7689, -2.0393)  -0.928
C (0.4565, -2.5947, -1.1666)  -0.707
C (-0.3179, -3.0920, 0.0618)  -0.697
P (-0.3802, -1.8204, 1.4212)  0.800
C (-1.6396, -2.4274, 2.5742)  -0.937
C (1.1764, -2.0293, 2.3464)  -0.970
H (2.5885, -0.1837, -2.2579)  0.233
H (2.7917, 0.3033, -0.5478)  0.238
H (1.1451, 0.1869, -1.2372)  0.216
H (3.8227, -3.5000, -1.5656)  0.242
H (2.5053, -3.2789, -2.7602)  0.228
H (3.7545, -1.9994, -2.5388)  0.233
H (-0.0687, -1.7496, -1.6418)  0.241
H (0.5850, -3.4081, -1.8922)  0.238
H (-1.3654, -3.2858, -0.2067)  0.236
H (0.1094, -4.0155, 0.4768)  0.232
H (-1.3148, -3.3498, 3.0722)  0.242
H (-1.8079, -1.6442, 3.3237)  0.250
H (-2.5735, -2.6042, 2.0276)  0.247
H (1.0864, -2.8628, 3.0548)  0.237
H (2.0382, -2.1978, 1.6765)  0.284
H (1.3471, -1.0995, 2.9039)  0.243